{"formula": "C14H32Cs3N4O12S2", "method": "wB97M-V/def2-TZVPD", "elements": ["Cs", "Cs", "Cs", "S", "O", "O", "O", "O", "C", "C", "O", "N", "C", "H", "H", "H", "H", "H", "H", "H", "C", "C", "O", "N", "C", "H", "H", "H", "H", "H", "H", "H", "C", "C", "O", "N", "C", "H", "H", "H", "H", "H", "H", "H", "C", "C", "O", "N", "C", "H", "H", "H", "H", "H", "H", "H", "C", "C", "O", "S", "O", "O", "O", "H", "H", "H", "H"], "xyz": [[3.086299, 2.268041, 2.464741], [4.116009, -1.580640, 1.869821], [0.547240, -1.314407, 4.499203], [0.940901, -0.223740, 1.271526], [-0.158322, -0.250685, 0.308136], [1.279145, -1.571730, 1.798739], [2.186461, 0.314540, 0.654794], [0.558800, 0.677746, 2.397434], [1.309324, -3.043475, -1.037437], [0.052709, -3.171129, -1.881712], [-0.189776, -4.174789, -2.533144], [-0.786741, -2.116759, -1.786092], [-2.023842, -2.028933, -2.538983], [2.094883, -3.641745, -1.494524], [1.172438, -3.373300, -0.005502], [1.612421, -1.996502, -0.941878], [-0.589579, -1.406111, -1.091147], [-2.883988, -1.923663, -1.868183], [-2.150315, -2.901236, -3.170337], [-2.044900, -1.154136, -3.200815], [3.845386, 0.036578, -2.122532], [4.012044, 0.605911, -3.514964], [5.044209, 1.172450, -3.786155], [2.982030, 0.508080, -4.390600], [1.816941, -0.303943, -4.194122], [4.121236, 0.850295, -1.450044], [4.641994, -0.703663, -2.006120], [2.864120, -0.321046, -1.830437], [3.110047, 0.971854, -5.272697], [2.067210, -1.358227, -4.052903], [1.143738, -0.209102, -5.040998], [1.230139, 0.005405, -3.319742], [-0.983833, 3.356649, 3.498197], [-1.999913, 3.155043, 2.365454], [-2.741879, 4.065974, 1.996390], [-1.966113, 1.931224, 1.765605], [-2.886251, 1.603988, 0.681156], [-1.403917, 3.028359, 4.444570], [-0.605240, 4.370042, 3.449053], [-0.156923, 2.677714, 3.263109], [-1.153769, 1.341370, 1.895589], [-3.039671, 2.481489, 0.044528], [-3.870194, 1.308712, 1.045729], [-2.467893, 0.819436, 0.055046], [-3.018456, -4.860563, 4.291657], [-2.288426, -3.778910, 3.547514], [-1.189696, -3.368038, 3.945953], [-2.886605, -3.231329, 2.497778], [-2.248651, -2.202926, 1.699173], [-3.201191, -4.513753, 5.309214], [-2.378811, -5.737807, 4.353303], [-3.988357, -5.112037, 3.866154], [-3.759469, -3.622370, 2.192217], [-2.795531, -2.104338, 0.761461], [-1.222249, -2.477629, 1.473905], [-2.289245, -1.217242, 2.169439], [0.634610, 3.154226, -0.505699], [-0.290575, 4.146834, -1.199536], [0.603372, 4.916709, -2.090784], [2.120936, 4.523549, -1.855610], [2.912156, 5.660070, -1.677823], [2.481629, 3.488388, -2.747318], [1.878884, 3.862108, -0.411713], [0.713880, 2.169923, -0.972101], [0.263596, 2.925899, 0.499603], [-0.732653, 4.899479, -0.552650], [-1.051810, 3.697824, -1.831892]], "forces_ev_per_angstrom": [[-0.2, 0.7, -0.2], [0.1, -0.4, -0.5], [-0.3, -0.1, 0.6], [-0.2, 0.1, -1.4], [0.4, -0.1, 0.4], [-0.1, 0.0, 0.3], [0.2, 0.1, 0.2], [0.4, 0.0, 0.6], [0.3, 0.3, 0.1], [-0.3, -0.5, 0.4], [0.2, 0.2, -0.1], [-0.3, 0.2, -0.3], [-0.2, 0.4, 0.0], [0.0, 0.0, 0.0], [-0.3, -0.2, -0.2], [0.1, -0.1, -0.2], [0.1, 0.0, -0.2], [0.1, -0.2, -0.1], [0.1, -0.2, 0.2], [0.2, 0.0, 0.1], [0.3, 0.2, 0.2], [-0.4, 0.2, 0.1], [0.6, 0.3, -0.3], [0.1, 0.0, 0.2], [-0.7, -0.2, 0.4], [-0.1, 0.1, 0.0], [-0.3, -0.3, 0.0], [0.0, -0.2, -0.1], [0.2, 0.0, 0.0], [-0.1, 0.0, -0.1], [0.1, -0.1, -0.2], [0.1, 0.0, -0.1], [0.2, -0.9, -1.2], [-0.2, 0.9, -0.4], [0.5, -0.9, 0.4], [-0.4, 0.1, -0.1], [0.1, 0.5, -0.2], [-0.1, 0.4, 0.2], [-0.3, 0.2, 0.5], [0.1, 0.0, 0.3], [-0.1, 0.0, 0.2], [0.0, 0.0, 0.1], [0.0, -0.1, 0.1], [0.1, -0.1, 0.2], [-0.1, 0.0, 0.1], [0.2, 0.1, 0.7], [-0.1, -0.1, 0.0], [-0.2, 0.0, -0.4], [-0.3, 0.1, -0.4], [0.1, 0.0, 0.0], [-0.1, -0.1, 0.0], [0.1, -0.1, -0.2], [-0.1, 0.0, 0.0], [0.1, -0.1, 0.0], [0.1, 0.1, 0.1], [0.1, -0.1, 0.2], [-0.9, -0.3, 0.9], [0.4, 0.5, -0.9], [0.0, -0.3, 0.2], [-1.1, -0.8, 0.0], [0.7, 1.1, 0.1], [0.2, -0.3, -0.4], [0.1, -0.4, 0.3], [0.3, 0.3, -0.5], [0.2, 0.3, 0.0], [0.0, -0.2, 0.3], [0.0, -0.1, 0.1]], "lowdin_charge": [1.10, 1.09, 1.23, 0.10, -0.33, -0.72, -0.68, -0.67, 0.00, -0.55, 0.04, 0.01, -0.06, 0.09, 0.07, 0.04, 0.07, 0.07, 0.08, 0.08, 0.00, -0.57, 0.05, 0.02, -0.09, 0.08, 0.09, 0.04, 0.15, 0.09, 0.09, 0.08, 0.01, -0.53, 0.04, 0.01, -0.06, 0.09, 0.08, 0.02, 0.05, 0.08, 0.09, 0.07, 0.02, -0.55, -0.21, 0.04, -0.04, 0.09, 0.09, 0.08, 0.14, 0.09, 0.07, 0.09, -0.19, -0.09, -0.18, 0.57, -0.18, -0.20, -0.24, 0.12, 0.11, 0.14, 0.14], "total_charge": 1, "total_energy_ev": -68881.1714, "lumo_ev": -3.95, "gap_ev": 7.011, "spin_multiplicity": 1, "relative_energy_kj_mol": 0.0}